# 1
11
Properties=species:S:1:pos:R:3:forces:R:3 method="wB97M-V/def2-TZVPD" multiplicity=1 relative_energy_kcal_mol=127.46 total_energy_ev=-8668.115
C -0.75457 1.27095 0.00661 -5.4 0.7 1.0
C 2.15513 -0.36640 -0.18945 -5.2 -1.7 4.8
H -0.89737 -1.36142 -0.09678 1.4 0.2 -0.6
H -2.31615 -1.43157 0.42357 -0.2 1.7 -1.3
H -1.22109 2.22536 0.47805 1.9 -1.0 -1.4
H 2.35275 -1.28539 0.39754 1.3 0.4 -1.2
H 2.72225 0.35535 -0.65931 1.3 1.0 -1.4
N -1.75813 -0.89928 -0.30628 -0.4 -1.7 0.9
N -1.75072 0.44665 -0.05768 0.7 0.9 1.3
N 0.94055 -0.09387 0.28289 3.6 0.0 -2.7
O 0.52735 1.13962 -0.27916 1.1 -0.4 0.5

---

# 2
11
Properties=species:S:1:pos:R:3:forces:R:3 method="wB97M-V/def2-TZVPD" multiplicity=1 relative_energy_kcal_mol=3.60 total_energy_ev=-8673.486
N -2.04825 -0.11607 0.15853 0.0 0.1 -0.1
C -0.81732 -0.59811 -0.21267 0.1 -0.1 -0.1
O -0.65683 -1.66124 -0.77697 0.0 0.4 0.2
N 0.24139 0.24118 0.14690 0.0 0.0 0.1
C 1.55912 -0.12933 -0.10326 0.2 -0.1 -0.1
N 2.61351 0.54039 0.10930 -0.4 0.1 0.1
H -2.82174 -0.57036 -0.30199 0.0 0.0 0.1
H -2.15427 0.87157 0.32665 0.0 -0.1 0.0
H 0.06915 1.09376 0.66543 0.0 -0.2 -0.2
H 1.62182 -1.12406 -0.52872 0.0 0.0 -0.1
H 2.39343 1.45228 0.51680 0.1 0.0 0.0